{
  "formula": "C16H20F12O8",
  "method": "ωB97M-V/def2-TZVPD",
  "energy_ev": -65900.799,
  "smiles": "CCOC(=O)C(F)(F)F.CCOC(=O)C(F)(F)F.CCOC(=O)C(F)(F)F.CCOC(=O)C(F)(F)F",
  "orbital_gap_ev": 10.399,
  "e_homo_ev": -10.61,
  "total_charge": 0,
  "max_force_ha_per_bohr": 0.2325,
  "species": ["C", "C", "O", "C", "O", "C", "F", "F", "F", "H", "H", "H", "H", "H", "C", "C", "O", "C", "O", "C", "F", "F", "F", "H", "H", "H", "H", "H", "C", "C", "O", "C", "O", "C", "F", "F", "F", "H", "H", "H", "H", "H", "C", "C", "O", "C", "O", "C", "F", "F", "F", "H", "H", "H", "H", "H"],
  "coordinates": [[2.435101, 1.963019, 1.977664], [1.654126, 0.678774, 1.555002], [1.947801, -0.324036, 2.538873], [1.118181, -1.445962, 2.803798], [0.244590, -1.793789, 1.922444], [1.600717, -2.159756, 4.071736], [2.971038, -1.992840, 4.130019], [1.073833, -1.906573, 5.255586], [1.295583, -3.509560, 3.872688], [2.200192, 2.183796, 2.965825], [2.168610, 2.930203, 1.352653], [3.383296, 1.903510, 1.639755], [1.904303, 0.295763, 0.488636], [0.589777, 0.772699, 1.484534], [1.729028, 5.614946, -0.441470], [1.480951, 4.682846, -1.575313], [2.549903, 3.900774, -1.760366], [2.483454, 2.782049, -2.492688], [1.463065, 2.315342, -2.925399], [3.941400, 2.085018, -2.728743], [4.785979, 3.047465, -3.162528], [4.430836, 1.652459, -1.521666], [3.888734, 0.999622, -3.565709], [2.563782, 6.452247, -0.403264], [2.010493, 5.189218, 0.456721], [0.925680, 6.221567, -0.225919], [1.318182, 5.183609, -2.536290], [0.557894, 4.207109, -1.235489], [-0.634313, -6.032526, -0.044276], [-1.191793, -4.695987, 0.088204], [-2.468494, -4.849844, -0.488759], [-2.932679, -4.009116, -1.399440], [-2.433924, -2.960754, -1.853276], [-4.285022, -4.445808, -1.927381], [-4.630854, -3.612154, -3.068860], [-4.338865, -5.630760, -2.400426], [-5.366082, -4.202460, -1.056214], [-0.966119, -6.698646, -0.895161], [-0.752256, -6.601546, 0.931531], [0.498566, -5.756800, -0.087378], [-0.682692, -4.104911, -0.550222], [-1.331681, -4.156670, 1.106460], [-1.057473, 0.566875, -2.017686], [-2.062686, 0.021576, -0.904394], [-1.908701, 0.656501, 0.400045], [-2.544475, 1.651000, 0.796192], [-3.693158, 1.847530, 0.145498], [-2.131083, 2.341481, 1.998189], [-3.133651, 2.979190, 2.673991], [-1.768747, 1.359017, 2.841129], [-1.047573, 3.083050, 1.927053], [-1.235443, 0.022009, -2.763054], [-0.151846, 0.796139, -1.493163], [-1.634936, 1.526656, -2.184846], [-1.779314, -1.016998, -0.566249], [-3.051234, -0.005563, -1.148596]],
  "forces_ev_per_a": [[-3.97, 0.91, -3.16], [0.30, -0.19, -1.96], [-1.06, -2.40, 1.90], [-2.19, 2.60, -6.59], [3.88, 1.07, 5.15], [1.11, -2.83, -0.13], [-2.03, -0.52, 0.20], [0.07, 1.05, -0.56], [0.90, 1.65, -0.04], [0.31, 0.33, 1.84], [-0.45, -1.98, 1.01], [3.61, -0.68, 0.08], [0.17, 0.52, 1.77], [-0.72, 0.42, 0.35], [3.35, 3.09, -0.42], [-2.61, 2.49, 0.12], [4.05, -3.39, -0.45], [-0.47, -0.71, -0.36], [0.96, 0.18, 0.13], [-0.53, 0.31, 0.99], [-0.50, -1.19, -0.23], [-0.56, 0.23, -1.19], [0.07, 2.14, 1.16], [-1.06, -1.69, -1.39], [0.12, -1.85, 1.80], [-2.36, 0.98, 0.26], [-0.53, 0.25, 0.28], [0.08, -0.82, -0.66], [3.61, -2.20, 2.35], [-2.26, 0.52, 1.83], [-3.02, 0.78, -1.10], [1.66, 3.07, -0.54], [-0.91, -3.27, 1.71], [-3.66, 3.70, -1.94], [0.98, -1.33, 2.35], [0.09, -1.95, 0.20], [2.30, -0.76, -0.95], [0.38, 1.30, 0.83], [0.06, 0.31, -1.30], [-1.58, -1.39, -0.18], [1.77, 2.59, -1.74], [0.60, -1.35, -1.52], [-3.39, 5.96, 8.45], [3.65, -2.48, 1.16], [4.33, -1.32, 0.26], [-9.72, 0.72, -6.92], [4.88, 1.04, 3.79], [-0.26, -0.05, 4.30], [1.04, 0.02, -1.58], [0.15, -0.93, 0.67], [0.14, 1.28, -0.92], [-0.12, -4.64, -6.23], [0.86, -0.41, -0.71], [1.30, -0.44, -0.43], [-0.22, 0.95, -0.84], [-2.59, 0.33, -0.92]]
}

---

{
  "formula": "C16H20F12O8",
  "method": "ωB97M-V/def2-TZVPD",
  "energy_ev": -65895.639,
  "smiles": "CCOC(=O)C(F)(F)F.CCOC(=O)C(F)(F)F.CCOC(=O)C(F)(F)F.CCOC(=O)C(F)(F)F",
  "orbital_gap_ev": 9.683,
  "e_homo_ev": -9.56,
  "total_charge": 0,
  "max_force_ha_per_bohr": 0.2767,
  "species": ["C", "C", "O", "C", "O", "C", "F", "F", "F", "H", "H", "H", "H", "H", "C", "C", "O", "C", "O", "C", "F", "F", "F", "H", "H", "H", "H", "H", "C", "C", "O", "C", "O", "C", "F", "F", "F", "H", "H", "H", "H", "H", "C", "C", "O", "C", "O", "C", "F", "F", "F", "H", "H", "H", "H", "H"],
  "coordinates": [[1.958550, 2.429038, -6.317157], [1.325330, 1.414641, -5.368731], [0.171124, 1.784374, -4.707715], [0.121562, 2.663294, -3.670952], [1.067587, 3.177723, -3.054377], [-1.324236, 3.007057, -3.214517], [-1.573233, 4.325345, -3.144213], [-2.200858, 2.557105, -4.135139], [-1.561124, 2.409011, -2.054834], [1.326814, 2.500345, -7.202547], [2.962823, 2.224146, -6.688046], [2.027836, 3.457346, -5.962374], [2.102790, 1.081994, -4.680972], [1.142038, 0.493186, -5.921387], [-0.506061, 3.186990, -0.776330], [0.851157, 3.895440, -1.129354], [1.258686, 4.737219, -0.082737], [1.998823, 4.256505, 0.977939], [2.322191, 3.031798, 1.087529], [2.340183, 5.253770, 2.080697], [1.756476, 4.883740, 3.312923], [3.635359, 5.286164, 2.291357], [1.971665, 6.499060, 1.699505], [-0.671746, 2.914496, 0.265967], [-0.534731, 2.273214, -1.369869], [-1.329698, 3.871890, -0.977876], [0.818741, 4.451332, -2.066388], [1.597886, 3.126172, -1.326144], [-1.706771, 6.378937, 0.540718], [-1.015031, 7.368905, -0.333570], [-1.555816, 7.453340, -1.651221], [-1.188692, 6.561709, -2.616030], [-0.147300, 5.859635, -2.614139], [-2.093287, 6.650205, -3.866869], [-1.600918, 7.437710, -4.804002], [-2.241636, 5.455145, -4.418675], [-3.365479, 7.012546, -3.519941], [-1.658167, 5.366986, 0.138601], [-2.754574, 6.678312, 0.516381], [-1.429464, 6.347192, 1.594376], [0.048343, 7.130221, -0.314264], [-1.123649, 8.409652, -0.028352], [2.279817, 1.290557, -0.698139], [1.831108, 0.874308, 0.725133], [1.217547, -0.454367, 0.711801], [-0.168987, -0.535305, 0.766371], [-0.897710, 0.441553, 0.705191], [-0.780682, -1.949741, 0.827042], [0.237452, -2.853661, 0.756671], [-1.421572, -2.042067, 2.017889], [-1.682619, -2.088275, -0.134195], [2.682068, 0.554889, -1.394631], [2.906266, 2.169350, -0.545224], [1.394808, 1.714129, -1.172953], [1.190185, 1.637674, 1.166260], [2.680193, 0.869441, 1.408599]],
  "forces_ev_per_a": [[-0.94, 0.95, -0.75], [3.43, -0.85, -0.39], [-2.39, 1.69, 1.64], [3.31, 0.63, 0.16], [-2.38, -4.02, -6.81], [-1.21, -0.04, -2.48], [1.53, -6.26, 3.39], [0.07, -0.31, 0.20], [-10.15, -3.46, -9.35], [-0.03, 0.02, -0.17], [-0.06, -0.70, 0.38], [-0.16, -0.11, 0.59], [-0.09, 0.28, 0.61], [-0.70, 0.20, -0.05], [5.37, 3.17, 4.77], [-0.58, -0.79, 1.70], [2.43, 1.49, 4.45], [-1.33, -4.56, -2.37], [-0.20, 7.28, 0.74], [-0.82, 0.52, 0.95], [0.56, 0.90, -2.45], [0.57, -0.18, 0.08], [-0.25, -0.73, 0.87], [0.83, 0.18, 0.35], [4.43, 0.41, 4.34], [0.44, 0.06, 0.25], [-0.06, 0.79, 2.59], [-0.19, 1.53, 1.11], [-1.77, -0.15, -0.21], [1.81, 0.65, 0.67], [-0.40, -1.98, -2.07], [4.20, 0.07, 1.34], [-3.56, 4.64, -0.05], [-1.79, -0.71, 0.24], [0.11, 0.77, 0.22], [-1.46, 2.96, -3.55], [1.07, 0.51, -0.21], [0.20, 0.15, 0.07], [-0.32, -0.28, 0.22], [0.49, 0.29, -0.22], [0.13, 0.12, -0.63], [-0.04, -0.20, 0.49], [-0.93, -0.12, 0.34], [-0.01, -0.79, -0.64], [-2.26, -0.87, 0.47], [1.41, 3.17, -0.84], [0.85, -1.83, 0.31], [1.37, 0.73, 0.99], [-1.67, 0.18, -0.08], [0.47, -0.52, -0.70], [0.43, -0.58, 0.01], [0.26, -0.34, 0.61], [0.50, -0.88, -0.56], [0.13, -1.10, -0.03], [-0.64, -1.18, -0.47], [-0.04, -0.80, -0.11]]
}

---

{
  "formula": "C16H20F5MoN8O4S",
  "method": "ωB97M-V/def2-TZVPD",
  "s_squared": 2.0213,
  "energy_ev": -63296.750,
  "orbital_gap_ev": [7.870, 6.588],
  "e_homo_ev": [-11.43, -11.51],
  "total_charge": 1,
  "multiplicity": 3,
  "max_force_ha_per_bohr": 0.0262,
  "species": ["Mo", "N", "N", "C", "O", "O", "H", "H", "H", "F", "C", "C", "F", "C", "F", "C", "S", "C", "F", "C", "F", "C", "C", "N", "O", "C", "C", "N", "O", "H", "H", "H", "H", "H", "H", "H", "C", "C", "C", "C", "N", "C", "N", "N", "N", "H", "H", "H", "H", "H", "H", "H", "H", "H", "H"],
  "coordinates": [[0.434294, 0.444876, 0.245080], [2.383943, -0.037343, 1.296964], [3.423486, 0.448780, 0.474359], [3.120631, 0.805514, -0.844404], [3.970846, 1.027325, -1.645849], [1.795699, 0.890632, -1.056623], [2.449791, 0.429319, 2.196384], [2.478238, -1.038651, 1.450335], [4.358735, 0.121949, 0.657074], [-4.074723, -4.569414, -3.001349], [-3.053181, -3.929150, -2.450942], [-3.268218, -2.812131, -1.674284], [-4.507643, -2.363728, -1.471699], [-2.198041, -2.155433, -1.103447], [-2.494725, -1.086563, -0.342830], [-0.888661, -2.567287, -1.286932], [0.594378, -1.807340, -0.665055], [-0.708311, -3.699311, -2.071511], [0.521754, -4.160201, -2.295720], [-1.763372, -4.376100, -2.646310], [-1.541836, -5.451885, -3.392152], [-1.878208, -0.327213, 4.017281], [-1.152320, 0.190381, 2.829614], [-0.688938, -0.532743, 1.871744], [-0.852348, -1.879965, 2.034170], [-0.846694, 1.646584, 2.646891], [-1.197111, 2.763740, 3.558702], [-0.172405, 1.761084, 1.569475], [0.452822, 2.663377, 0.899593], [-1.678899, -1.380301, 4.176642], [-2.955362, -0.203345, 3.866229], [-1.603300, 0.243290, 4.905324], [-0.388917, -2.239875, 1.237837], [-2.256038, 2.727499, 3.820275], [-0.974772, 3.717936, 3.084448], [-0.622717, 2.703512, 4.486314], [-5.097649, 1.583508, -3.763371], [-4.905660, 2.633160, -2.673570], [-5.281497, 2.091489, -1.297195], [-3.505057, 3.234664, -2.664418], [-2.471170, 2.287014, -2.192502], [-1.922535, 2.182175, -1.002949], [-1.114498, 1.150138, -1.023526], [-1.169404, 0.624782, -2.293782], [-1.990917, 1.303441, -2.989750], [-6.131985, 1.236603, -3.765417], [-4.456776, 0.712066, -3.605062], [-4.876184, 1.985980, -4.754277], [-5.551662, 3.486328, -2.899683], [-4.665926, 1.225065, -1.029115], [-6.318621, 1.755193, -1.291262], [-5.177524, 2.850309, -0.513746], [-3.459237, 4.082021, -1.981765], [-3.196621, 3.568818, -3.652275], [-2.119853, 2.833425, -0.168464]],
  "forces_ev_per_a": [[1.12, -0.05, -0.75], [-0.09, 0.17, -0.12], [-0.07, 0.07, -0.01], [-0.59, -0.03, 0.05], [0.10, 0.04, -0.09], [0.46, 0.18, -0.13], [-0.04, 0.01, 0.12], [-0.03, -0.13, 0.00], [0.04, -0.06, 0.00], [0.03, 0.03, 0.02], [-0.26, -0.15, -0.13], [-0.18, 0.09, 0.05], [0.06, 0.00, 0.00], [-0.07, 0.16, 0.16], [0.10, 0.04, 0.09], [0.15, 0.24, 0.02], [-0.25, -0.07, 0.25], [0.29, -0.14, -0.10], [-0.06, 0.05, 0.03], [0.10, -0.25, -0.17], [0.00, 0.07, 0.05], [-0.06, 0.15, 0.03], [-0.03, 0.55, 0.22], [-0.20, -0.40, 0.32], [0.06, 0.06, -0.27], [-0.22, -0.31, 0.19], [-0.08, -0.01, 0.16], [0.00, 0.04, 0.17], [-0.08, -0.25, 0.04], [0.03, -0.06, -0.01], [0.04, -0.01, 0.00], [-0.02, -0.02, -0.03], [-0.08, -0.04, 0.22], [0.04, 0.02, 0.01], [0.01, -0.03, -0.02], [-0.03, 0.00, -0.01], [0.02, -0.06, -0.04], [-0.07, -0.07, 0.05], [-0.02, -0.03, 0.08], [0.28, -0.13, 0.10], [-0.52, 0.17, -0.82], [0.00, 0.01, 0.38], [0.19, -0.39, -0.86], [-0.32, 0.37, 0.33], [0.20, 0.08, 0.54], [0.04, 0.02, 0.00], [-0.04, 0.06, 0.01], [0.01, -0.01, 0.06], [-0.05, -0.01, 0.00], [-0.04, 0.04, -0.02], [0.04, 0.02, -0.01], [0.01, -0.05, -0.07], [0.04, 0.03, 0.00], [0.03, -0.03, -0.03], [0.06, 0.01, -0.04]]
}

---

{
  "formula": "C16H20N2O2",
  "method": "ωB97M-V/def2-TZVPD",
  "energy_ev": -23990.973,
  "smiles": "COc1ccc(NCCNc2ccc(OC)cc2)cc1",
  "orbital_gap_ev": 8.095,
  "e_homo_ev": -7.24,
  "total_charge": 0,
  "max_force_ha_per_bohr": 0.0114,
  "species": ["C", "O", "C", "C", "C", "C", "N", "C", "C", "N", "C", "C", "C", "C", "O", "C", "C", "C", "C", "C", "H", "H", "H", "H", "H", "H", "H", "H", "H", "H", "H", "H", "H", "H", "H", "H", "H", "H", "H", "H"],
  "coordinates": [[1.851137, 1.494230, -3.128860], [2.280626, 1.669174, -1.802487], [1.324448, 1.734800, -0.823220], [1.783565, 1.964401, 0.471640], [0.902600, 2.008365, 1.530025], [-0.467768, 1.826943, 1.335035], [-1.349763, 1.898702, 2.412533], [-2.431952, 0.949581, 2.525554], [-1.995017, -0.409632, 3.135421], [-0.750795, -0.927299, 2.623866], [-0.545853, -1.256747, 1.293374], [0.763253, -1.350917, 0.823954], [1.042355, -1.715344, -0.477977], [0.004647, -1.993375, -1.357587], [0.163883, -2.340286, -2.677313], [1.465788, -2.599121, -3.137371], [-1.306015, -1.915258, -0.895277], [-1.580753, -1.557518, 0.407998], [-0.919413, 1.642618, 0.031216], [-0.039915, 1.590563, -1.033052], [1.239448, 2.337461, -3.467581], [1.281349, 0.567487, -3.252550], [2.758014, 1.445145, -3.730627], [2.842986, 2.093514, 0.628649], [1.279660, 2.183768, 2.529422], [-0.870397, 2.041646, 3.293737], [-2.847188, 0.784952, 1.533178], [-3.213500, 1.381921, 3.158168], [-2.787521, -1.143954, 2.967170], [-1.869613, -0.296374, 4.216172], [0.068583, -0.512435, 3.044131], [1.581386, -1.124528, 1.492886], [2.072820, -1.764154, -0.792264], [1.356834, -2.907465, -4.176499], [2.102009, -1.708429, -3.092021], [1.939291, -3.406120, -2.567916], [-2.106801, -2.138490, -1.582957], [-2.608521, -1.517224, 0.733214], [-1.973689, 1.538089, -0.170530], [-0.440208, 1.431309, -2.021253]],
  "forces_ev_per_a": [[-0.05, 0.00, -0.16], [0.07, 0.00, 0.29], [0.01, 0.08, 0.11], [0.03, -0.03, -0.32], [-0.19, -0.01, -0.02], [0.25, 0.16, -0.36], [-0.12, 0.26, 0.52], [0.04, -0.34, 0.17], [-0.11, 0.23, -0.25], [0.23, 0.05, 0.48], [0.17, -0.25, -0.23], [-0.21, -0.01, 0.08], [0.00, -0.07, -0.26], [-0.16, -0.02, 0.01], [-0.26, 0.09, 0.14], [0.15, -0.04, -0.06], [0.25, -0.06, -0.25], [0.06, 0.03, 0.17], [0.00, 0.08, 0.32], [0.29, -0.02, -0.23], [0.00, -0.04, 0.01], [-0.01, 0.01, 0.00], [-0.09, 0.00, -0.01], [0.14, 0.02, 0.02], [0.04, 0.00, 0.11], [-0.05, 0.02, -0.14], [-0.09, 0.05, 0.06], [-0.05, -0.09, -0.14], [-0.05, 0.01, 0.14], [-0.06, -0.04, -0.07], [-0.12, -0.04, -0.03], [0.08, 0.03, 0.07], [0.10, 0.00, -0.07], [0.07, 0.02, 0.06], [0.00, -0.03, 0.01], [0.00, 0.04, -0.01], [-0.10, -0.04, -0.08], [-0.13, 0.03, 0.05], [-0.11, -0.01, -0.01], [0.00, -0.03, -0.12]]
}